1.
DFT (ωB97M-V/def2-TZVPD) results for a 2-piece molecular cluster, C7H11N overall in a non-equilibrium geometry.

The geometry in XYZ format:
```
19
Properties=species:S:1:pos:R:3
C 1.69 -0.45 -0.03
C 1.54 0.59 0.96
C 0.45 0.78 1.73
C -0.66 -0.08 1.47
C -0.60 -0.97 0.44
C 0.55 -1.18 -0.32
H 2.52 -0.53 -0.84
H 2.33 1.30 1.33
H 0.06 1.74 2.34
H -1.77 0.13 1.90
H -1.43 -1.69 0.07
H 0.54 -1.94 -1.05
C -1.30 0.91 -1.13
N -0.95 0.12 -2.17
H -2.42 0.61 -0.96
H -0.59 0.77 -0.25
H -1.31 1.98 -1.52
H 0.10 0.01 -2.12
H -1.38 -0.83 -2.37
```

Its frontier orbital gap is 9.059 eV. As for the energy above the lowest of the compared OMol25 structures with the same formula, charge and spin: 92.3 kcal per mole. Its SMILES is c1ccccc1.CN. Its total energy is -327.94094 Ha. For the HOMO energy, the calculation gives -8.14 eV. As for the multiplicity: 1.

These are the Löwdin partial charges, in e, on atoms 1 to 5:
1 C -0.06
2 C -0.12
3 C -0.14
4 C -0.15
5 C -0.21

=====

2.
DFT (ωB97M-V/def2-TZVPD) results for C21H45InN2OP3S as an isolated structure in a non-equilibrium geometry.

The geometry in XYZ format:
```
74
Properties=species:S:1:pos:R:3
In -0.83 0.97 -0.26
P -1.64 -1.61 0.25
P 1.41 -0.94 1.63
P 1.50 -2.18 -1.25
H -0.57 4.46 -2.41
C -1.10 4.11 -3.31
C -2.16 3.27 -3.23
H -2.91 3.30 -2.42
C -3.25 -1.15 1.03
C -1.24 -3.16 1.18
C -2.29 -2.28 -1.31
C 2.96 0.07 1.81
C 0.71 -0.53 3.29
C 2.06 -2.61 2.13
C 1.15 -2.01 -3.05
C 2.09 -3.93 -1.13
C 3.18 -1.37 -1.24
H -0.75 4.46 -4.29
H -2.48 2.73 -4.15
H -3.49 -0.11 0.77
H -3.19 -1.25 2.11
H -4.01 -1.82 0.63
H -1.08 -2.95 2.25
H -0.34 -3.65 0.77
H -2.08 -3.87 1.09
H -2.53 -1.46 -1.98
H -3.21 -2.84 -1.09
H -1.57 -2.94 -1.80
H 3.60 -0.38 2.58
H 2.69 1.09 2.11
H 3.50 0.12 0.87
H 1.44 -0.77 4.07
H -0.22 -1.08 3.46
H 0.50 0.54 3.31
H 2.91 -2.49 2.80
H 2.37 -3.19 1.25
H 1.26 -3.17 2.64
H 1.65 -2.82 -3.62
H 1.49 -1.03 -3.44
H 0.05 -2.06 -3.22
H 2.41 -4.30 -2.11
H 1.26 -4.54 -0.76
H 2.92 -4.01 -0.42
H 3.77 -1.72 -2.10
H 3.71 -1.64 -0.31
H 3.05 -0.28 -1.29
C -0.38 1.15 -3.41
C 1.00 1.71 -3.04
C 1.86 1.88 -4.22
C 1.44 1.60 -5.50
C 0.19 0.94 -5.74
C -0.60 0.55 -4.67
O -1.34 1.35 -2.57
H 1.37 0.93 -2.44
H 1.01 2.60 -2.38
H 2.72 2.55 -4.05
H 2.05 1.88 -6.38
H -0.09 0.70 -6.76
H -1.52 -0.03 -4.79
S -2.18 2.60 1.13
C -1.65 2.22 2.77
N -2.54 1.66 3.61
C -2.15 1.32 4.97
C -1.34 2.50 5.56
C -0.19 2.89 4.64
N -0.40 2.42 3.27
H -3.37 1.24 3.19
H -1.56 0.39 5.02
H -3.04 1.14 5.56
H -0.95 2.27 6.56
H -2.03 3.35 5.66
H 0.76 2.49 4.99
H -0.08 3.97 4.58
H 0.27 2.71 2.56
```

Its frontier orbital gap (spin up / spin down) is 4.621 / 3.866 eV. As for the energy above the lowest of the compared OMol25 structures with the same formula, charge and spin: 62.5 kcal per mole. Its total energy is -2623.19868 Ha. For the HOMO energy (spin up / spin down), the calculation gives -15.74 / -15.72 eV. Its net charge is +3. As for the multiplicity: 1.

These are the Löwdin partial charges, in e, on atoms 1 to 5:
1 In 0.66
2 P 0.69
3 P 0.79
4 P 0.84
5 H 0.07

=====

3.
DFT (ωB97M-V/def2-TZVPD) results for C30H43BrI2O14S as an isolated structure.

The geometry in XYZ format:
```
91
Properties=species:S:1:pos:R:3
C -2.56 4.35 -0.13
C -3.18 4.47 -1.48
O -4.11 5.16 -1.73
O -2.68 3.63 -2.45
C -1.31 3.50 -2.62
O -0.79 2.48 -2.30
C -0.60 4.64 -3.28
C 0.42 5.28 -2.33
C 0.96 6.63 -2.83
C -0.05 7.62 -3.34
I -1.74 7.92 -2.15
C 0.19 8.34 -4.44
C 1.42 8.19 -5.29
I -1.09 9.85 -5.14
C 1.67 7.25 -1.61
O 2.99 6.72 -1.52
S 3.10 5.15 -1.26
O 3.05 4.91 0.15
O 4.26 4.76 -1.99
C 1.61 4.33 -1.96
C 2.09 3.38 -3.06
C 2.93 2.21 -2.51
C 2.09 0.99 -2.15
Br 4.25 1.71 -3.87
H -2.32 3.32 0.13
H -1.66 4.95 -0.05
H -3.28 4.74 0.58
H -0.10 4.24 -4.17
H -1.33 5.36 -3.63
H -0.10 5.50 -1.40
H 1.75 6.44 -3.55
H 1.63 7.15 -5.51
H 2.30 8.63 -4.80
H 1.29 8.70 -6.24
H 1.75 8.33 -1.71
H 1.13 7.05 -0.69
H 1.27 3.74 -1.11
H 1.26 2.94 -3.60
H 2.70 3.92 -3.79
H 3.50 2.53 -1.65
H 1.26 0.87 -2.84
H 1.68 1.15 -1.15
H 2.66 0.07 -2.17
O -0.29 -1.16 -3.54
C -1.48 -1.08 -3.55
O -2.21 -1.22 -4.69
C -3.60 -0.97 -4.42
C -3.77 -1.19 -2.92
C -2.40 -0.78 -2.39
H -3.81 0.06 -4.71
H -4.19 -1.64 -5.03
H -4.60 -0.64 -2.50
H -3.93 -2.25 -2.73
H -2.34 0.29 -2.18
H -2.10 -1.35 -1.51
O -2.52 -5.23 -0.22
C -1.45 -4.94 -0.67
O -1.20 -3.71 -1.18
C 0.13 -3.65 -1.74
C 0.89 -4.78 -1.05
C -0.21 -5.81 -0.81
H 0.06 -3.79 -2.82
H 0.55 -2.67 -1.54
H 1.73 -5.15 -1.64
H 1.28 -4.44 -0.09
H -0.36 -6.47 -1.66
H -0.06 -6.39 0.09
O 2.11 -5.03 2.05
C 1.26 -5.32 2.84
O -0.04 -5.47 2.48
C -0.85 -5.72 3.64
C 0.11 -6.27 4.69
C 1.41 -5.55 4.33
H -1.30 -4.77 3.95
H -1.64 -6.41 3.37
H -0.23 -6.10 5.71
H 0.23 -7.34 4.55
H 1.50 -4.58 4.82
H 2.30 -6.14 4.54
O 1.99 -5.62 7.62
C 1.12 -5.90 8.38
O -0.17 -6.05 7.98
C -1.02 -6.28 9.12
C -0.10 -6.82 10.20
C 1.21 -6.11 9.88
H -1.48 -5.33 9.40
H -1.80 -6.98 8.83
H -0.47 -6.64 11.21
H 0.02 -7.90 10.08
H 1.29 -5.14 10.36
H 2.10 -6.70 10.12
```

Its frontier orbital gap is 9.159 eV. Its total energy is -5789.92758 Ha. For the HOMO energy, the calculation gives -9.34 eV. As for the multiplicity: 1.

These are the Löwdin partial charges, in e, on atoms 1 to 5:
1 C 0.03
2 C -0.53
3 O 0.13
4 O 0.10
5 C -0.43